Here is a 2-piece molecular cluster, C2H8N4 overall at a distorted geometry from OMol25. Energies are from the ωB97M-V functional and the def2-TZVPD basis.

Last column: natural (NBO) charge in e.
Positions of all 14 atoms, in Å:
1 N 0.52 -1.15 2.51  -0.8140
2 C 0.10 -1.85 1.43  0.2860
3 N 0.75 -1.80 0.34  -0.7614
4 H 0.08 -1.23 3.41  0.3944
5 H 1.25 -0.47 2.38  0.4023
6 H -0.85 -2.37 1.56  0.1528
7 H 0.38 -2.41 -0.39  0.3493
8 N 0.26 0.72 -1.56  -0.8463
9 C -0.39 1.92 -1.43  0.2680
10 N -0.98 2.48 -2.41  -0.6970
11 H 0.10 0.00 -0.88  0.4051
12 H 0.55 0.39 -2.46  0.3914
13 H -0.37 2.42 -0.46  0.1431
14 H -1.39 3.34 -2.04  0.3263

Computed properties:
* electronic energy: -300.009932 a.u.
* maximum force: 0.0273 Eh/bohr
* molar mass: 88.1 g/mol
* SMILES string: [H]/N=C/N.[H]/N=C/N

***

Here is a 8-piece molecular cluster, C36H68O14 overall at a distorted geometry from OMol25. Energies are from the ωB97M-V functional and the def2-TZVPD basis.

Last column: Mulliken charge in e.
Positions of all 118 atoms, in Å:
1 C 1.52 -23.77 9.76  -0.8123
2 C 0.96 -23.88 8.55  0.5327
3 C 0.28 -22.71 7.93  0.7837
4 O 0.13 -22.51 6.71  -0.6019
5 C -0.03 -21.64 8.86  -0.8673
6 C 0.60 -21.57 10.02  0.4455
7 C 1.39 -22.65 10.64  0.6502
8 O 2.05 -22.53 11.68  -0.6245
9 O 0.56 -20.42 10.75  -0.5377
10 O 1.07 -24.98 7.73  -0.4997
11 H 2.08 -24.64 10.06  0.4342
12 H -0.49 -20.74 8.48  0.4720
13 H 0.92 -20.52 11.63  0.3333
14 H 0.58 -24.80 6.92  0.2874
15 C 3.75 -17.64 16.73  -0.8355
16 C 4.59 -17.08 17.65  0.2330
17 C 4.07 -16.53 18.89  1.1221
18 O 4.86 -16.13 19.77  -0.6200
19 C 2.59 -16.61 19.07  -0.8580
20 C 1.83 -17.26 18.13  0.5172
21 C 2.30 -17.78 16.80  0.5861
22 O 1.54 -18.35 16.03  -0.6104
23 O 0.55 -17.58 18.47  -0.5214
24 O 5.96 -17.11 17.63  -0.5361
25 H 4.21 -18.02 15.83  0.3984
26 H 2.12 -16.34 20.01  0.4116
27 H 0.09 -17.91 17.70  0.3432
28 H 6.19 -16.98 18.55  0.3692
29 C -5.04 -13.45 16.69  -1.0919
30 C -4.81 -13.38 15.18  -0.3664
31 O -4.61 -14.63 14.54  -0.2909
32 C -4.47 -14.52 13.16  -0.1595
33 C -4.37 -15.92 12.64  -1.1760
34 H -5.24 -12.44 17.04  0.3565
35 H -5.86 -14.15 16.83  0.2922
36 H -4.12 -13.80 17.17  0.2863
37 H -5.71 -12.98 14.71  0.3097
38 H -4.09 -12.58 15.00  0.3405
39 H -5.39 -14.07 12.79  0.3192
40 H -3.53 -14.00 12.97  0.2682
41 H -4.58 -16.07 11.58  0.3336
42 H -4.91 -16.63 13.26  0.3038
43 H -3.33 -16.18 12.82  0.2751
44 C 1.79 -24.08 17.72  -1.2350
45 C 3.10 -24.60 18.04  -0.1890
46 O 2.82 -25.60 19.00  -0.2751
47 C 3.96 -26.37 19.16  -0.3025
48 C 3.55 -27.14 20.44  -1.1615
49 H 1.44 -23.50 18.57  0.3034
50 H 2.00 -23.36 16.92  0.3776
51 H 1.00 -24.82 17.59  0.3039
52 H 3.53 -25.19 17.23  0.2960
53 H 3.80 -23.86 18.43  0.2874
54 H 4.07 -27.04 18.32  0.3014
55 H 4.87 -25.77 19.26  0.3280
56 H 4.43 -27.61 20.87  0.3813
57 H 2.80 -27.91 20.23  0.2894
58 H 3.16 -26.46 21.20  0.2953
59 C 6.41 -20.37 7.62  -1.1848
60 C 5.55 -19.28 8.22  -0.2185
61 O 5.71 -18.01 7.52  -0.3165
62 C 5.13 -16.90 8.12  -0.1935
63 C 5.26 -15.80 7.07  -1.1559
64 H 7.47 -20.17 7.80  0.2962
65 H 6.23 -21.34 8.10  0.3755
66 H 6.28 -20.57 6.56  0.3131
67 H 4.48 -19.46 8.19  0.2735
68 H 5.73 -19.19 9.29  0.2956
69 H 4.13 -17.22 8.41  0.2758
70 H 5.65 -16.69 9.06  0.2807
71 H 4.84 -14.88 7.49  0.3798
72 H 4.81 -16.07 6.12  0.2933
73 H 6.31 -15.57 6.86  0.2874
74 C -7.05 -14.57 6.16  -1.2535
75 C -5.82 -14.61 5.29  -0.1006
76 O -4.70 -14.78 6.15  -0.2887
77 C -3.58 -15.23 5.35  -0.1967
78 C -2.42 -15.42 6.40  -1.2272
79 H -6.94 -13.97 7.06  0.3348
80 H -7.93 -14.13 5.71  0.3756
81 H -7.40 -15.51 6.59  0.2673
82 H -5.97 -15.46 4.62  0.2665
83 H -5.72 -13.67 4.74  0.2522
84 H -3.71 -16.19 4.84  0.2870
85 H -3.24 -14.52 4.59  0.2766
86 H -1.99 -14.51 6.81  0.3231
87 H -1.57 -15.96 5.99  0.3806
88 H -2.74 -15.95 7.29  0.3043
89 C -6.08 -20.78 6.06  -1.1639
90 C -5.79 -20.25 7.49  -0.2557
91 O -5.58 -21.36 8.44  -0.2845
92 C -6.68 -22.05 8.97  -0.2543
93 C -6.24 -22.94 10.16  -1.2026
94 H -7.04 -21.24 5.85  0.3367
95 H -6.10 -19.97 5.34  0.3707
96 H -5.46 -21.60 5.67  0.3142
97 H -4.90 -19.63 7.49  0.2600
98 H -6.52 -19.48 7.72  0.3001
99 H -7.47 -21.42 9.40  0.2944
100 H -7.21 -22.62 8.20  0.3125
101 H -5.55 -23.64 9.68  0.2679
102 H -6.98 -23.51 10.71  0.3895
103 H -5.96 -22.40 11.06  0.3132
104 C -3.20 -26.33 5.83  -1.1938
105 C -2.90 -26.31 4.41  -0.1628
106 O -1.55 -26.72 4.23  -0.2662
107 C -1.29 -26.97 2.88  -0.3368
108 C 0.24 -26.91 2.65  -1.1399
109 H -4.27 -26.43 5.96  0.3787
110 H -2.87 -27.27 6.27  0.3454
111 H -2.81 -25.51 6.43  0.2252
112 H -3.67 -26.92 3.94  0.2846
113 H -2.87 -25.26 4.11  0.2840
114 H -1.74 -27.91 2.55  0.3328
115 H -1.70 -26.15 2.29  0.3171
116 H 0.52 -25.95 3.07  0.2762
117 H 0.45 -26.97 1.59  0.3629
118 H 0.68 -27.79 3.14  0.2956

Computed properties:
* electronic energy: -2465.567155 a.u.
* maximum force: 0.0662 Eh/bohr
* molar mass: 724.9 g/mol
* SMILES string: O=C1C=C(O)C(=O)C=C1O.O=C1C=C(O)C(=O)C=C1O.CCOCC.CCOCC.CCOCC.CCOCC.CCOCC.CCOCC

***

Here is one molecule with the formula C15H22N2O3S from OMol25. Energies are from the ωB97M-V functional and the def2-TZVPD basis.

Last column: natural (NBO) charge in e.
Positions of all 43 atoms, in Å:
1 C 3.95 1.65 3.26  -0.6461
2 C 3.00 0.84 2.44  0.0467
3 C 2.52 -0.38 2.91  -0.2020
4 C 1.65 -1.15 2.16  -0.1983
5 C 1.26 -0.70 0.92  -0.2560
6 C 1.72 0.50 0.42  -0.1959
7 C 2.60 1.27 1.16  -0.1399
8 C 3.07 2.58 0.60  0.6584
9 O 3.09 3.62 1.23  -0.6045
10 N 3.46 2.51 -0.69  -0.8138
11 H 3.45 1.64 -1.20  0.4011
12 H 3.77 3.35 -1.15  0.4065
13 H 1.37 0.82 -0.55  0.2348
14 S 0.12 -1.64 -0.09  2.3007
15 O 0.50 -1.49 -1.46  -0.9448
16 O -0.01 -2.96 0.46  -0.9405
17 N -1.29 -0.77 0.17  -0.8647
18 H -1.82 -1.20 0.92  0.3976
19 C -2.11 -0.47 -0.99  -0.0505
20 C -3.03 0.72 -0.67  -0.4134
21 C -3.59 1.37 -1.93  -0.3996
22 C -4.91 0.78 -2.43  -0.3936
23 C -5.03 -0.75 -2.32  -0.4021
24 C -3.75 -1.52 -2.67  -0.4067
25 H -4.04 -2.50 -3.05  0.2144
26 C -2.84 -1.72 -1.47  -0.4090
27 H -2.07 -2.46 -1.72  0.2227
28 H -3.42 -2.13 -0.64  0.1902
29 H -3.21 -1.01 -3.47  0.1999
30 H -5.84 -1.06 -2.99  0.2114
31 H -5.33 -1.02 -1.31  0.1915
32 H -5.74 1.22 -1.86  0.2009
33 H -5.04 1.07 -3.47  0.2018
34 H -2.84 1.31 -2.72  0.1961
35 H -3.76 2.43 -1.74  0.2142
36 H -2.43 1.44 -0.12  0.2219
37 H -3.84 0.39 -0.01  0.1963
38 H -1.39 -0.16 -1.76  0.2182
39 H 1.28 -2.10 2.51  0.2423
40 H 2.83 -0.72 3.89  0.2169
41 H 4.05 1.23 4.26  0.2133
42 H 3.61 2.68 3.32  0.2580
43 H 4.94 1.66 2.79  0.2255

Computed properties:
* electronic energy: -1318.224268 a.u.
* maximum force: 0.0171 Eh/bohr
* molar mass: 310.4 g/mol
* SMILES string: Cc1ccc(S(=O)(=O)NC2CCCCCC2)cc1C(N)=O